# 1
The following is a quantum chemistry calculation of 2 unconnected molecules or ions with the total composition C9H14O, from OMol25.

Element x y z (Å)
1 C -0.869 -0.657 2.011
2 C 0.747 2.105 0.003
3 C -0.320 2.562 -0.745
4 C 0.536 1.085 0.931
5 C -0.680 0.425 0.982
6 C -1.522 1.850 -0.763
7 C -1.715 0.825 0.137
8 O -0.225 3.614 -1.611
9 H 1.744 2.505 -0.149
10 H 1.335 0.726 1.570
11 H -2.268 2.203 -1.462
12 H 0.673 3.954 -1.627
13 H -0.269 -0.500 2.906
14 H -0.672 -1.670 1.651
15 H -2.663 0.295 0.191
16 H -1.895 -0.690 2.386
17 C 1.577 -1.805 -0.837
18 C 0.466 -2.854 -0.771
19 H 1.943 -1.456 0.131
20 H 2.456 -2.244 -1.311
21 H 1.145 -0.928 -1.325
22 H -0.412 -2.443 -0.278
23 H 0.171 -3.136 -1.786
24 H 0.720 -3.764 -0.234

Force components x, y, z for each atom (eV/Å):
C -0.6 -0.3 0.4
C 0.2 -0.1 0.5
C 0.0 -0.6 -0.8
C 0.0 -0.1 -0.7
C -0.1 0.0 0.7
C 0.1 0.8 0.2
C 0.1 -0.4 0.0
O -0.1 0.0 -0.1
H -0.1 0.3 0.2
H 0.1 0.2 -0.1
H -0.2 -0.2 0.1
H 0.1 0.0 0.1
H 0.3 0.1 -0.1
H 0.2 0.1 -0.1
H 0.1 0.1 -0.1
H -0.1 0.1 -0.2
C -0.2 -0.3 0.3
C -0.1 0.2 0.0
H -0.3 -0.2 0.2
H -0.1 0.4 -0.5
H 0.6 -0.1 -0.3
H -0.1 0.0 -0.1
H 0.0 0.0 0.1
H 0.3 -0.1 0.0

SMILES: Cc1ccc(O)cc1.CC
calculated total energy: -11607.403 eV
Kohn-Sham gap: 9.264 eV
energy relative to the best compared isomer or geometry (same formula, charge and spin): 5.39 kcal/mol
total charge: 0

These are the Löwdin partial charges, in e, on atoms 1 to 8:
1. C -0.0582
2. C -0.0252
3. C -0.3292
4. C -0.0646
5. C -0.2984
6. C -0.0135
7. C -0.0407
8. O 0.0457

***

# 2
The following is a quantum chemistry calculation of a molecular structure, C34H29BF2IN7O9V, from OMol25.

Element x y z (Å)
1 V 0.214 -0.620 0.389
2 C -0.297 -3.383 3.948
3 C 0.539 -2.174 4.254
4 N 0.872 -1.929 5.517
5 C 1.629 -0.842 5.748
6 C 2.082 0.027 4.784
7 C 2.888 1.218 5.202
8 O 2.215 2.466 4.987
9 C 1.731 -0.206 3.421
10 C 2.162 0.653 2.379
11 N 1.820 0.590 1.076
12 C 2.219 1.754 0.380
13 C 1.894 3.020 0.877
14 C 2.196 4.181 0.188
15 C 2.855 4.115 -1.031
16 C 3.236 2.877 -1.523
17 C 2.935 1.722 -0.817
18 I 3.696 -0.076 -1.575
19 C 0.926 -1.353 3.180
20 O 0.589 -1.658 1.951
21 H -0.659 -3.819 4.878
22 H 0.290 -4.132 3.408
23 H -1.136 -3.126 3.297
24 H 1.881 -0.659 6.791
25 H 3.823 1.289 4.639
26 H 3.143 1.117 6.263
27 H 1.275 2.301 5.125
28 H 2.792 1.483 2.683
29 H 1.372 3.073 1.826
30 H 1.902 5.138 0.602
31 H 3.076 5.012 -1.595
32 H 3.774 2.802 -2.459
33 O -4.906 -0.601 -6.007
34 C -4.035 0.201 -5.616
35 O -3.609 1.249 -6.135
36 C -3.384 -0.169 -4.256
37 C -3.714 -1.351 -3.608
38 C -3.122 -1.651 -2.400
39 N -2.212 -0.860 -1.815
40 C -1.873 0.289 -2.433
41 C -2.451 0.652 -3.639
42 C -0.767 1.187 -1.885
43 O -0.727 2.351 -2.252
44 O 0.100 0.621 -1.132
45 H -4.440 -2.010 -4.062
46 H -3.365 -2.548 -1.849
47 H -2.158 1.580 -4.106
48 O 2.540 -2.020 -7.051
49 C 1.453 -1.402 -6.400
50 N 1.441 -1.650 -4.978
51 C 1.303 -2.921 -4.537
52 O 1.253 -3.860 -5.327
53 C 1.208 -3.123 -3.064
54 C 1.414 -4.393 -2.535
55 C 1.340 -4.551 -1.163
56 C 1.062 -3.454 -0.365
57 N 0.863 -2.227 -0.869
58 C 0.924 -2.083 -2.199
59 H 2.417 -2.964 -6.880
60 H 0.508 -1.754 -6.818
61 H 1.539 -0.330 -6.558
62 H 1.663 -0.910 -4.332
63 H 1.619 -5.217 -3.206
64 H 1.485 -5.520 -0.703
65 H 0.979 -3.526 0.711
66 H 0.704 -1.085 -2.550
67 N -3.873 4.576 3.226
68 C -3.323 3.517 3.898
69 O -3.516 3.348 5.086
70 C -2.473 2.606 3.075
71 C -1.876 3.000 1.885
72 C -1.127 2.084 1.170
73 N -0.966 0.817 1.561
74 C -1.552 0.436 2.701
75 C -2.284 1.296 3.496
76 H -4.563 5.104 3.732
77 H -3.955 4.540 2.225
78 H -1.952 4.014 1.512
79 H -0.646 2.365 0.242
80 H -1.433 -0.605 2.965
81 H -2.733 0.954 4.417
82 F -1.937 -2.729 -0.240
83 B -1.818 -1.315 -0.200
84 F -2.961 -0.821 0.481

Force components x, y, z for each atom (eV/Å):
V 0.5 0.2 0.8
C 0.0 0.0 0.0
C 0.0 0.1 -0.3
N 0.1 0.0 0.2
C -0.1 -0.1 0.0
C 0.0 0.1 -0.1
C 0.0 0.0 0.0
O 0.0 0.0 0.1
C 0.0 -0.1 -0.1
C 0.1 0.1 0.3
N 0.0 -0.1 -0.2
C 0.0 0.0 -0.1
C -0.1 0.1 0.1
C 0.0 0.0 0.0
C 0.0 0.0 0.0
C 0.0 0.0 0.0
C 0.1 0.0 -0.1
I -0.1 0.0 0.0
C 0.5 0.2 0.2
O -0.7 -0.5 -0.4
H 0.0 0.0 0.0
H 0.0 0.0 0.0
H 0.0 0.0 0.0
H 0.0 0.0 0.0
H 0.0 0.0 0.0
H 0.0 0.0 0.0
H 0.0 0.0 0.0
H 0.0 0.0 0.0
H 0.0 0.0 0.0
H 0.0 0.0 0.0
H 0.0 0.0 0.0
H 0.0 0.0 0.0
O 0.0 0.0 0.0
C 0.0 0.0 0.0
O 0.0 0.0 0.0
C 0.0 0.0 0.0
C 0.0 0.0 0.0
C 0.0 0.0 0.0
N -0.1 0.0 0.1
C 0.0 0.0 -0.1
C 0.0 0.0 0.0
C -0.1 -0.3 0.0
O -0.1 0.2 0.0
O 0.0 0.1 -0.3
H 0.0 0.0 0.0
H 0.0 0.0 0.0
H 0.0 0.0 0.0
O 0.0 0.0 0.0
C 0.0 0.0 0.0
N 0.0 0.1 0.0
C -0.1 0.1 0.0
O 0.0 -0.1 0.0
C 0.0 0.0 0.1
C 0.0 0.0 0.0
C 0.0 0.0 0.0
C 0.1 0.0 0.0
N -0.1 0.2 0.2
C 0.0 0.0 0.0
H 0.0 0.0 0.0
H 0.0 0.0 0.0
H 0.0 0.0 0.0
H 0.0 0.0 0.0
H 0.0 0.0 0.0
H 0.0 0.0 0.0
H 0.0 0.0 0.0
H 0.0 0.0 0.0
N 0.0 0.0 0.0
C 0.0 0.0 0.0
O 0.0 0.0 0.1
C 0.1 -0.1 0.0
C 0.0 0.0 0.0
C 0.0 0.0 -0.1
N 0.1 -0.1 -0.1
C 0.0 0.0 0.0
C -0.1 0.0 0.0
H 0.0 0.0 0.0
H 0.0 0.0 0.0
H 0.0 0.0 0.0
H 0.0 0.0 0.1
H 0.0 0.0 0.0
H 0.0 0.0 0.0
F 0.0 0.0 0.0
B -0.1 0.1 -0.3
F 0.0 0.0 0.0

calculated total energy: -104495.016 eV
Kohn-Sham gap (spin up / spin down): 4.275 / 4.142 eV
energy relative to the best compared isomer or geometry (same formula, charge and spin): 20.03 kcal/mol
⟨S²⟩: 0.7851
total charge: -2
spin multiplicity: 2

These are the Löwdin partial charges, in e, on atoms 1 to 8:
1. V 0.8085
2. C -0.0340
3. C -0.2976
4. N 0.0692
5. C -0.1500
6. C -0.1823
7. C -0.2319
8. O -0.0791

***

# 3
The following is a quantum chemistry calculation of C20H24ClN3O3S in the gas phase, from OMol25.

Element x y z (Å)
1 C -5.654 -4.850 -0.242
2 O -5.216 -3.602 0.275
3 C -5.375 -3.478 1.684
4 C -4.866 -2.121 2.118
5 C -5.570 -1.210 2.901
6 S -4.674 0.236 3.233
7 C -3.339 -0.324 2.279
8 C -2.162 0.519 2.114
9 O -1.934 1.385 2.959
10 N -1.360 0.324 1.019
11 C -2.031 0.043 -0.275
12 C -1.163 -0.960 -1.034
13 C 0.167 -0.305 -1.400
14 C 0.905 0.227 -0.152
15 N 2.008 1.086 -0.600
16 C 3.176 0.652 -1.099
17 O 3.440 -0.544 -1.199
18 C 4.173 1.715 -1.503
19 C 3.773 3.019 -1.845
20 C 4.717 3.977 -2.217
21 C 6.072 3.654 -2.259
22 Cl 7.204 4.878 -2.732
23 C 6.485 2.355 -1.930
24 N 7.830 1.990 -1.967
25 C 5.540 1.400 -1.559
26 C 0.001 0.953 0.914
27 C 0.816 1.136 2.228
28 C -3.598 -1.610 1.793
29 H -5.502 -4.871 -1.321
30 H -5.093 -5.681 0.189
31 H -6.717 -5.010 -0.054
32 H -6.429 -3.595 1.942
33 H -4.830 -4.270 2.201
34 H -6.565 -1.323 3.306
35 H -3.052 -0.333 -0.214
36 H -2.089 0.976 -0.839
37 H -1.013 -1.871 -0.450
38 H -1.676 -1.267 -1.947
39 H 0.793 -1.019 -1.937
40 H -0.051 0.521 -2.080
41 H 1.314 -0.639 0.380
42 H 1.933 2.071 -0.418
43 H 2.731 3.304 -1.845
44 H 4.401 4.976 -2.480
45 H 8.098 1.031 -1.804
46 H 8.495 2.676 -2.296
47 H 5.868 0.400 -1.311
48 H -0.196 1.971 0.573
49 H 1.856 1.396 2.033
50 H 0.434 1.958 2.834
51 H 0.818 0.227 2.829
52 H -2.892 -2.174 1.201

Force components x, y, z for each atom (eV/Å):
C 0.1 0.2 0.2
O 0.1 -0.1 -0.1
C 0.0 0.4 -0.3
C -0.9 0.6 0.8
C 0.8 -0.1 -0.4
S 0.0 -0.9 -0.6
C -1.3 -1.9 -0.3
C 0.9 1.5 0.8
O 0.0 -0.5 -0.3
N 0.1 -0.7 -0.2
C 1.1 -0.5 -0.2
C -0.1 0.3 -0.4
C -0.4 -0.2 0.4
C -0.5 -0.6 -0.2
N -0.9 0.6 0.8
C 0.9 -1.1 -0.1
O -0.1 0.6 -0.1
C 0.5 0.6 -0.2
C 0.4 -0.1 0.1
C 0.2 -0.6 0.1
C -1.0 -0.2 0.2
Cl 0.2 -0.2 0.0
C 1.2 -0.4 -0.1
N -0.7 0.7 0.0
C -1.2 0.2 0.1
C 0.1 0.8 -0.2
C -0.6 -0.2 0.0
C 0.6 1.1 0.2
H 0.1 0.3 0.1
H 0.1 -0.1 0.1
H -0.1 0.0 0.1
H -0.1 0.1 0.1
H 0.2 -0.2 0.0
H 0.0 0.0 0.0
H 0.3 0.2 0.6
H 0.1 0.2 -0.1
H 0.0 0.1 0.2
H 0.0 0.0 -0.1
H 0.2 0.2 0.1
H 0.1 0.1 0.0
H 0.2 0.1 -0.2
H -0.1 0.1 0.0
H -0.1 0.0 0.0
H 0.0 0.0 0.0
H 0.0 0.4 -0.1
H 0.0 -0.5 0.1
H -0.1 -0.1 0.0
H 0.1 0.3 -0.4
H 0.0 -0.2 -0.5
H -0.3 -0.3 -0.1
H -0.1 0.0 0.0
H 0.1 0.1 0.0

SMILES: COCc1csc(C(=O)N2CCC[C@@H](NC(=O)c3ccc(Cl)c(N)c3)[C@@H]2C)c1
calculated total energy: -55100.505 eV
Kohn-Sham gap: 8.694 eV
energy relative to the best compared isomer or geometry (same formula, charge and spin): 14.87 kcal/mol
total charge: 0

These are the Löwdin partial charges, in e, on atoms 1 to 8:
1. C -0.1059
2. O -0.1852
3. C -0.1822
4. C -0.2763
5. C -0.3332
6. S 1.0877
7. C -0.4306
8. C -0.4768

***

# 4
The following is a quantum chemistry calculation of a molecular structure, C38H35BiO2P2, from OMol25.

Element x y z (Å)
1 C 0.635 -1.751 -2.472
2 C -0.375 -2.215 -1.601
3 C -1.721 -2.119 -2.014
4 C -2.035 -1.692 -3.297
5 C -1.025 -1.289 -4.173
6 C 0.307 -1.316 -3.749
7 P -0.003 -2.760 0.074
8 C -1.369 -3.737 0.709
9 C -2.361 -3.080 1.464
10 C -3.429 -3.807 1.987
11 C -3.541 -5.182 1.740
12 C -2.555 -5.826 0.979
13 C -1.466 -5.113 0.468
14 Bi 1.323 -0.112 0.993
15 P 0.607 2.387 0.210
16 C -0.808 2.187 -0.928
17 C -0.692 2.361 -2.316
18 C -1.816 2.175 -3.123
19 C -3.022 1.729 -2.580
20 C -3.099 1.429 -1.215
21 C -2.006 1.689 -0.399
22 C 0.087 3.669 1.402
23 C 0.844 3.835 2.580
24 C 0.527 4.852 3.479
25 C -0.576 5.680 3.224
26 C -1.358 5.494 2.080
27 C -1.027 4.491 1.164
28 C 1.953 3.212 -0.716
29 C 3.253 2.679 -0.622
30 C 4.232 3.074 -1.520
31 C 3.995 4.117 -2.426
32 C 2.773 4.805 -2.357
33 C 1.749 4.354 -1.512
34 C 1.529 -3.686 0.130
35 C 2.030 -4.380 -0.985
36 C 3.284 -4.992 -0.916
37 C 4.061 -4.903 0.246
38 C 3.567 -4.203 1.354
39 C 2.302 -3.615 1.307
40 H 1.674 3.158 2.778
41 H 1.137 4.994 4.374
42 H -0.835 6.463 3.940
43 H -2.229 6.126 1.892
44 H -1.631 4.352 0.267
45 H 0.245 2.716 -2.750
46 H -1.743 2.388 -4.195
47 H -3.892 1.566 -3.223
48 H -4.011 1.020 -0.784
49 H -2.079 1.520 0.673
50 H 3.494 1.895 0.109
51 H 5.194 2.556 -1.488
52 H 4.774 4.404 -3.133
53 H 2.626 5.699 -2.973
54 H 0.794 4.882 -1.490
55 H 1.441 -4.444 -1.902
56 H 3.657 -5.560 -1.770
57 H 5.034 -5.400 0.308
58 H 4.160 -4.131 2.268
59 H 1.921 -3.052 2.164
60 H -2.275 -2.002 1.635
61 H -4.186 -3.296 2.587
62 H -4.394 -5.740 2.137
63 H -2.639 -6.896 0.784
64 H -0.703 -5.613 -0.130
65 H -2.517 -2.419 -1.327
66 H -3.077 -1.674 -3.622
67 H -1.280 -0.930 -5.176
68 H 1.096 -1.018 -4.449
69 H 1.683 -1.729 -2.146
70 H -0.012 -1.716 1.162
71 H 2.427 0.025 -0.353
72 C -1.671 0.505 4.380
73 C -0.660 0.477 3.263
74 O 0.565 0.682 3.504
75 O -1.094 0.212 2.084
76 H -1.151 0.724 5.316
77 H -2.187 -0.460 4.444
78 H -2.429 1.272 4.175

Force components x, y, z for each atom (eV/Å):
C 0.2 -0.1 0.3
C 0.0 1.1 -0.2
C 0.0 -0.4 0.4
C 0.0 0.1 -0.1
C 0.0 0.0 0.2
C 0.1 0.0 -0.4
P -1.4 -1.7 0.2
C -0.6 0.0 0.4
C 0.2 -0.1 -0.1
C -0.1 -0.1 -0.1
C 0.4 0.3 -0.2
C 0.0 0.1 0.0
C -0.1 0.0 0.0
Bi -0.1 2.4 2.8
P -0.4 1.8 -0.5
C 0.3 -0.8 -0.4
C 0.0 0.3 0.1
C 0.0 0.1 -0.2
C 0.1 -0.3 0.1
C 0.1 0.3 -0.3
C -0.1 0.0 0.4
C -0.1 -0.4 0.9
C -0.2 0.1 -0.3
C -0.1 -0.1 -0.3
C 0.0 -0.1 0.0
C 0.3 -0.1 0.0
C 0.1 -0.1 0.0
C 0.7 -0.3 0.2
C -0.5 -0.3 -0.4
C 0.4 0.2 0.0
C -0.3 -0.2 0.5
C 0.1 -0.1 0.1
C 0.1 -0.2 -0.2
C 0.8 0.5 0.1
C 0.0 0.1 0.0
C -0.1 -0.1 0.1
C -0.4 0.1 0.1
C -0.1 -0.1 0.0
C 0.1 0.3 -0.2
H -0.1 0.2 0.1
H -0.3 -0.1 -0.3
H 0.1 -0.2 -0.3
H 0.3 -0.2 0.1
H 0.1 0.1 0.3
H -0.3 -0.2 0.1
H 0.0 -0.1 0.4
H 0.3 0.1 0.2
H 0.1 0.2 -0.1
H 0.0 0.0 -0.2
H -0.1 0.3 -0.4
H -0.2 0.3 -0.1
H -0.3 0.0 0.2
H -0.1 -0.4 0.3
H 0.2 -0.2 -0.1
H 0.2 0.0 0.2
H -0.2 0.2 0.2
H -0.4 0.3 -0.1
H -0.2 0.0 -0.3
H 0.2 -0.3 -0.1
H -0.1 -0.3 0.1
H 0.3 -0.2 -0.2
H 0.4 0.2 -0.1
H 0.1 0.3 0.0
H -0.2 0.0 0.2
H 0.2 0.1 -0.3
H 0.3 0.0 0.2
H 0.1 -0.2 0.4
H -0.3 0.0 0.4
H -0.4 -0.1 -0.2
H -0.4 -1.4 -1.3
H 0.6 -0.1 -1.5
C 0.2 0.2 0.1
C 0.6 -0.1 0.2
O -0.6 -0.1 -0.7
O 0.6 -0.3 -0.5
H -0.2 0.0 -0.1
H 0.1 0.2 0.0
H 0.2 -0.2 0.0

calculated total energy: -68469.734 eV
Kohn-Sham gap: 5.802 eV
total charge: +2

These are the Löwdin partial charges, in e, on atoms 1 to 8:
1. C -0.1061
2. C -0.3323
3. C -0.0554
4. C -0.0510
5. C -0.0342
6. C -0.0514
7. P 1.0376
8. C -0.3530

***

# 5
The following is a quantum chemistry calculation of C7H8N2 in the gas phase, from OMol25.

Element x y z (Å)
1 C 0.788 -1.938 2.404
2 C -0.607 -0.200 1.156
3 C -0.867 0.414 -0.057
4 C -1.553 1.543 -0.141
5 C 0.244 -1.292 1.215
6 C 1.401 0.001 -1.160
7 C -0.158 -0.049 -1.310
8 N 1.444 -2.492 3.167
9 N -2.468 2.339 -0.303
10 H -1.135 0.245 2.140
11 H 0.651 -1.811 0.355
12 H 1.932 -0.845 -0.651
13 H 1.549 0.909 -0.514
14 H 1.843 0.183 -2.215
15 H -0.343 0.764 -1.896
16 H -0.465 -1.061 -1.688
17 H -2.255 3.288 -0.503

Force components x, y, z for each atom (eV/Å):
C -1.0 1.9 -2.7
C -3.4 3.4 1.6
C 2.1 -4.1 2.1
C -2.0 3.9 -1.0
C 2.5 -3.7 2.3
C 0.5 1.0 -0.6
C 1.4 -2.2 1.5
N 0.4 -0.7 1.2
N 0.0 -1.8 0.4
H 1.4 -1.3 -2.4
H -0.5 0.2 -0.1
H -0.7 0.7 -0.7
H 0.5 -0.7 -0.7
H -0.5 -0.3 1.9
H -0.7 1.4 -2.8
H -0.2 1.2 0.2
H 0.2 1.2 0.0

calculated total energy: -10363.100 eV
Kohn-Sham gap (spin up / spin down): 6.552 / 7.883 eV
energy relative to the best compared isomer or geometry (same formula, charge and spin): 14.51 kcal/mol
⟨S²⟩: 2.0149
total charge: 0
spin multiplicity: 3

These are the Löwdin partial charges, in e, on atoms 1 to 8:
1. C -0.2233
2. C -0.0976
3. C -0.2858
4. C -0.1024
5. C -0.1005
6. C -0.0973
7. C -0.1849
8. N 0.1269